Record 1
An isolated molecule of C2H3ClFN in a non-equilibrium geometry. Source: OMol25; level of theory: ωB97M-V/def2-TZVPD.

XYZ file:
```
8
Properties=species:S:1:pos:R:3:forces:R:3
C 1.3764 0.4139 0.5472 -8.6325 2.7733 -7.3726
C -0.8326 -0.3475 -0.4377 -1.8667 0.9382 -2.2986
N 0.1692 0.5977 -0.3626 7.2797 -0.0964 5.5080
F -0.6530 -1.5881 0.0775 0.1628 0.2958 -0.2656
Cl -2.3600 0.3759 0.3271 0.6722 -0.4087 -0.0362
H 1.9619 1.2691 0.3955 1.1811 0.6208 0.4144
H 1.4628 -0.4602 1.0321 0.7298 -2.7770 1.9110
H -1.1247 -0.2608 -1.5791 0.4736 -1.3461 2.1396
```
Positions in Å, forces in eV/Å.

Results
Total energy (eV): -18849.787
Relative energy (zero: lowest compared OMol25 entry of this formula, charge and spin) (kcal per mole): 44.41
HOMO energy (eV): -10.53



Record 2
An isolated molecule of C18H22N2O4S in a non-equilibrium geometry. Source: OMol25; level of theory: ωB97M-V/def2-TZVPD.

XYZ file:
```
47
Properties=species:S:1:pos:R:3:forces:R:3
C -4.4880 -3.9846 -2.2493 0.0537 0.1867 -0.1780
H -3.7342 -4.1971 -1.4951 0.0574 -0.1038 0.1146
C -4.3955 -2.5462 -2.7466 -0.1887 -0.0060 0.1896
C -4.7507 -1.5107 -1.6776 0.2448 -0.0684 -0.0350
C -3.8228 -1.5224 -0.4604 -0.4823 0.1313 0.0270
N -2.4532 -1.2348 -0.8191 0.0260 -0.2480 -0.1718
C -1.8401 -0.0909 -0.5066 0.0688 -0.3328 -0.0723
O -2.3539 0.8038 0.1593 -0.0441 0.1908 0.0393
C -0.4454 -0.0007 -0.9862 1.1035 0.8627 0.0419
C 0.5374 0.9581 -0.8484 -0.6296 -0.7261 -0.3363
C 1.6888 0.3286 -1.4359 -1.0116 0.0009 -0.0458
N 1.3729 -0.8549 -1.8878 1.2065 0.0476 -0.3581
O 0.0677 -1.0697 -1.6256 -0.9643 0.2423 0.4169
C 3.0808 0.8082 -1.3997 0.5693 -0.1154 0.3397
H 3.1212 1.8860 -1.2572 -0.0504 -0.1639 -0.1804
H 3.6418 0.4911 -2.2751 -0.0371 0.0466 -0.0707
S 3.9266 -0.0137 0.0297 -0.1315 0.1143 0.0800
C 2.5746 0.0893 1.2004 0.5891 -0.0672 -0.2375
C 2.3204 1.2773 1.8580 -0.0763 -0.1295 0.1636
C 1.1922 1.3949 2.6639 0.0060 -0.0482 0.0482
C 0.3392 0.3067 2.7800 0.1201 0.0058 -0.0771
C 0.6014 -0.8994 2.1394 0.0416 -0.0353 -0.0594
C 1.7395 -1.0066 1.3541 -0.0750 -0.0206 0.1818
H 1.9701 -1.9265 0.8369 -0.0113 -0.0747 -0.0899
C -0.3389 -2.0577 2.2914 0.0519 -0.0013 0.0831
H -0.1791 -2.7939 1.5067 -0.0357 -0.0743 -0.0424
H -0.1773 -2.5454 3.2526 -0.0632 -0.0963 0.0429
H -1.3729 -1.7179 2.2589 -0.1038 -0.0387 -0.0050
H -0.5551 0.3976 3.3803 -0.1270 0.0345 0.0955
C 0.8925 2.6937 3.3419 -0.0186 0.0672 -0.0501
H 1.7905 3.1035 3.7991 0.0260 0.0592 0.0790
H 0.1271 2.5703 4.1036 -0.0404 0.0420 0.0795
H 0.5337 3.4126 2.6052 -0.0345 0.0893 0.0008
H 2.9837 2.1182 1.7260 0.0676 0.1022 -0.0390
C 0.4990 2.3494 -0.3112 -0.1164 -0.0979 -0.1062
O 1.4211 3.1054 -0.4913 -0.0189 0.0514 0.0382
O -0.5829 2.7225 0.3415 -0.3481 0.2258 0.1742
H -1.3138 2.0424 0.3723 0.3344 -0.0583 -0.1474
H -1.9600 -1.9115 -1.3823 0.1025 0.1385 0.0636
H -3.8592 -2.4942 0.0379 0.0044 0.0875 0.0530
H -4.1342 -0.7493 0.2452 0.0425 -0.1897 -0.0119
H -4.7251 -0.5147 -2.1243 -0.0598 0.0551 0.0590
H -5.7669 -1.6928 -1.3242 -0.0752 0.0326 0.0074
H -3.3921 -2.3548 -3.1338 0.0032 0.0522 -0.1153
H -5.0893 -2.4178 -3.5798 0.1013 0.0386 -0.0649
H -4.3374 -4.6755 -3.0751 0.0187 -0.1291 -0.0065
H -5.4688 -4.1754 -1.8198 -0.0955 -0.0795 0.0821
```
Positions in Å, forces in eV/Å.

Results
Total energy (eV): -41028.982
Relative energy (zero: lowest compared OMol25 entry of this formula, charge and spin) (kcal per mole): 16.78
HOMO energy (eV): -8.76



Record 3
A cluster of 2 separate species, C31H47ClN5O4PS in total in a non-equilibrium geometry. Source: OMol25; level of theory: ωB97M-V/def2-TZVPD.

XYZ file:
```
90
Properties=species:S:1:pos:R:3:forces:R:3
C 0.7089 1.7859 4.2949 -0.4358 0.3629 0.0562
C -0.5755 1.6215 3.4668 1.0555 0.1921 1.0615
P -1.0781 0.0093 2.8103 -1.1039 0.8078 -1.1821
C -2.2129 -0.9611 3.8455 0.0223 -0.3194 0.1620
C -3.5196 -1.4100 3.1528 0.2410 -0.0230 0.3979
C -0.2461 -0.9422 1.4791 0.7436 -0.5408 0.3858
C 0.6116 -2.0869 2.0636 0.2376 -0.5536 0.8543
O -0.2049 -3.1096 2.5507 -0.0664 -0.1493 -0.0601
S 1.5749 -1.5027 3.5135 0.0891 0.2797 -0.0382
N 1.5630 -2.7163 1.0998 -1.1866 0.9113 -1.1119
C 1.1542 -3.9298 0.4070 0.7315 -0.2679 0.6084
C -0.0622 -4.0798 -0.2106 -0.2719 0.3378 0.1115
C -0.3200 -5.2527 -0.8819 -0.0660 0.1964 -0.0458
C 0.6574 -6.2250 -0.9056 -0.0724 -0.3168 -0.1344
N 1.8267 -6.1084 -0.2921 0.0796 -0.0569 -0.1072
C 2.0532 -4.9729 0.3458 0.1863 -0.0859 0.1822
C 2.2428 -1.8237 0.3440 0.6521 0.1322 -0.1866
N 3.2918 -2.2854 -0.3462 -0.0278 0.4070 0.0863
N 1.9488 -0.4986 0.2626 -0.5788 -0.5573 1.7791
C 2.8697 0.3258 1.1273 0.9289 0.1512 -1.1304
C 3.5788 1.5234 0.4334 -0.7728 -0.6998 -0.2893
O 4.2041 2.3013 1.1012 -0.1958 0.3345 0.4452
N 3.3555 1.5888 -0.9341 0.4251 0.6449 -0.0780
C 4.3000 0.7527 -1.6914 -0.2412 -0.3552 0.2207
C 3.2548 2.9338 -1.4760 0.2033 0.4041 -0.0175
C 0.4539 -0.1954 0.2993 0.2810 0.4233 -0.6312
C 0.4020 1.3487 0.2316 -0.3115 0.1489 -0.0514
C -0.7786 2.1002 -0.3956 -0.1963 0.3208 0.2539
C -1.9692 2.5274 0.4718 -0.4635 0.1317 -0.4397
C -3.1744 2.9173 -0.3607 0.4446 -0.1922 0.2945
C -4.4315 2.4614 -0.0017 0.0680 0.1125 -0.0491
C -5.5356 2.7817 -0.7685 -0.1684 -0.3673 0.4015
C -5.3950 3.5523 -1.8975 -0.2581 0.2756 -0.4599
C -4.1493 4.0224 -2.2617 0.1280 -0.0878 0.0773
C -3.0475 3.7009 -1.4922 0.0831 0.2349 -0.3038
C 0.0122 -0.7091 -1.1105 -0.1693 0.2181 -0.0595
C -1.4557 -1.0490 -1.4390 0.0038 0.2765 -0.1203
C -2.6026 -0.4385 -0.6318 -0.1418 -0.4660 -0.1495
Cl -1.7259 -0.6320 -3.1761 0.0435 -0.0807 -0.0750
H 1.5831 1.9559 3.6755 0.2224 -0.2790 -0.0786
H 0.8559 0.9706 4.9915 0.1899 -0.2366 -0.0256
H 0.5911 2.6865 4.8947 0.0825 0.1832 0.0785
H -1.3945 1.8851 4.1336 -0.3951 -0.2702 -0.0026
H -0.5894 2.4122 2.7299 -0.1836 -0.1601 -0.4911
H -2.4584 -0.2957 4.6674 0.0716 0.2472 0.1138
H -1.7376 -1.8156 4.3162 0.2150 -0.1150 0.0813
H -4.3689 -0.9670 3.6595 -0.2029 0.1605 -0.0242
H -3.6434 -2.4831 3.2607 -0.0344 -0.2201 -0.2086
H -3.5647 -1.1213 2.1104 0.0033 -0.0252 -0.2246
H -1.0521 -1.5178 1.0257 -0.3959 0.1752 -0.1092
H -1.1138 -2.9859 2.2561 -0.0354 -0.0383 -0.0558
H 2.5781 -2.3834 3.3810 -0.0456 -0.1537 -0.0393
H -0.7951 -3.2952 -0.1687 -0.1562 0.0961 -0.0393
H -1.2544 -5.3867 -1.3964 -0.1712 -0.1068 -0.1005
H 0.4750 -7.1401 -1.4458 0.0714 -0.2287 -0.0470
H 3.0046 -4.8732 0.8459 0.1876 -0.0806 0.1372
H 3.9547 -2.8960 0.0947 -0.1906 -0.5472 -0.3384
H 3.3821 -2.0118 -1.3158 0.4375 0.5487 0.0133
H 2.3651 0.6827 2.0121 -0.3127 0.1265 0.0587
H 3.6563 -0.3163 1.5128 0.0997 -0.1868 -0.0156
H 3.7754 -0.0539 -2.1569 -0.3454 -0.5719 -0.3867
H 4.7093 1.3253 -2.5122 0.2556 0.2370 -0.0151
H 5.1038 0.3791 -1.0599 0.2579 0.0875 0.0517
H 4.1509 3.5385 -1.3246 0.1501 0.0103 0.1301
H 3.0565 2.8546 -2.5358 -0.1628 -0.1590 -0.1763
H 2.4081 3.4554 -1.0383 -0.1101 0.0507 0.1813
H 1.2054 1.5478 -0.4602 0.3075 0.0393 -0.2799
H 0.6908 1.8468 1.1549 -0.0574 -0.1946 0.2902
H -0.3403 3.0345 -0.7368 0.1831 0.0763 -0.2300
H -1.1365 1.6356 -1.3093 0.0787 -0.2767 -0.0859
H -1.7009 3.4101 1.0498 0.1864 0.0093 0.3061
H -2.3098 1.7536 1.1489 0.1989 -0.0619 0.2683
H -4.5278 1.8413 0.8762 -0.1015 -0.1252 0.1555
H -6.4968 2.3921 -0.4768 -0.2493 0.0110 -0.0230
H -6.2480 3.7865 -2.5135 -0.1913 0.0164 -0.0409
H -4.0191 4.6159 -3.1500 -0.0392 0.1347 -0.1724
H -2.0837 4.0637 -1.8095 0.2386 0.0130 0.0251
H 0.6133 -1.5671 -1.4077 0.0312 -0.2714 0.0894
H 0.3531 0.0481 -1.8176 0.1647 0.1474 -0.0982
H -1.5775 -2.1217 -1.4631 0.0011 -0.2380 0.1302
H -3.3700 -1.1964 -0.4851 -0.1297 -0.1372 0.0207
H -2.3209 -0.0783 0.3493 0.0991 0.1712 0.0618
H -3.0835 0.3475 -1.1955 0.0438 0.3427 0.0506
C 2.2163 0.7982 -5.6981 -0.0566 0.1089 0.0377
C 2.0646 0.5224 -4.1951 -0.0231 -0.0985 -0.1882
O 1.4550 1.3787 -3.5142 -0.0211 -0.0893 0.2927
O 2.5814 -0.5519 -3.7856 -0.1295 -0.2008 0.2417
H 1.7478 1.7413 -5.9735 -0.0142 0.0121 0.0200
H 3.2746 0.8331 -5.9619 0.0060 -0.0709 -0.0038
H 1.7552 -0.0101 -6.2669 0.0513 -0.0455 0.0082
```
Positions in Å, forces in eV/Å.

Results
Total energy (eV): -81192.564
Relative energy (zero: lowest compared OMol25 entry of this formula, charge and spin) (kcal per mole): 0.00
HOMO energy (eV): -7.32



Record 4
A cluster of 2 separate species, C2H3F3NSi in total in a non-equilibrium geometry. Source: OMol25; level of theory: ωB97M-V/def2-TZVPD.

XYZ file:
```
10
Properties=species:S:1:pos:R:3:forces:R:3
C -0.3673 0.7936 0.8004 -0.5144 0.5274 0.3780
C -0.0047 -0.0282 -0.0094 0.9086 -2.2702 -1.2131
N -0.9123 2.0073 1.3900 -0.5705 -2.6262 -3.6281
F 1.1873 -1.6136 -2.9504 -0.5748 -0.5404 1.1310
F -0.1967 -3.3039 -1.3982 1.2560 1.0218 0.0240
F 2.3687 -2.4299 -0.8432 -1.5233 -0.1764 -0.2611
Si 0.9586 -2.2396 -1.5231 -0.0840 2.0013 0.6485
H -1.9494 1.9532 1.3859 0.5578 0.6722 -0.6330
H -0.4178 2.7058 0.8576 -0.7608 1.2022 -0.5423
H -0.6663 2.1553 2.2905 1.3054 0.1883 4.0962
```
Positions in Å, forces in eV/Å.

Results
Total energy (eV): -19635.547
Relative energy (zero: lowest compared OMol25 entry of this formula, charge and spin) (kcal per mole): 0.00
HOMO energy (eV): -14.87
Charge: +1



| no. | Kohn-Sham gap (eV) |
| --- | --- |
| 1 | 9.731 |
| 2 | 8.439 |
| 3 | 6.538 |
| 4 | 9.869 |